{"formula": "C57H73IN6O5STi", "method": "ωB97M-V/def2-TZVPD", "elements": ["I", "Ti", "S", "O", "O", "O", "O", "O", "N", "N", "N", "N", "N", "N", "C", "C", "C", "C", "C", "C", "C", "C", "C", "C", "C", "C", "C", "C", "C", "C", "C", "C", "C", "C", "C", "C", "C", "C", "C", "C", "C", "C", "C", "C", "C", "C", "C", "C", "C", "C", "C", "C", "C", "C", "C", "C", "C", "C", "C", "C", "C", "C", "C", "C", "C", "C", "C", "C", "C", "C", "C", "H", "H", "H", "H", "H", "H", "H", "H", "H", "H", "H", "H", "H", "H", "H", "H", "H", "H", "H", "H", "H", "H", "H", "H", "H", "H", "H", "H", "H", "H", "H", "H", "H", "H", "H", "H", "H", "H", "H", "H", "H", "H", "H", "H", "H", "H", "H", "H", "H", "H", "H", "H", "H", "H", "H", "H", "H", "H", "H", "H", "H", "H", "H", "H", "H", "H", "H", "H", "H", "H", "H", "H", "H"], "coordinates": [[2.9181, 3.6595, -0.7961], [0.2237, 1.4951, -0.8403], [-1.3036, -2.8244, -2.9590], [-1.4594, 0.8402, -1.2641], [-4.7703, 0.8777, 1.8752], [1.3140, 0.8097, -2.1734], [0.2091, 2.2482, 0.8621], [-3.0557, -0.1760, -2.4259], [-0.1772, -1.7468, -3.1975], [-2.3234, 3.5456, -0.2191], [-4.9450, 2.3657, 3.5608], [0.2953, 3.3201, -2.0885], [-1.9889, -0.4081, 1.0198], [1.3271, 0.2197, 0.1550], [1.7421, -5.4208, -2.4636], [5.0931, -3.0520, -0.5375], [3.0232, -0.5620, 5.8730], [-5.8224, 4.4377, 4.6236], [-4.0356, -3.2912, -5.8877], [-4.0510, 3.0618, 1.3647], [2.2614, -0.5268, -0.5706], [1.2867, 0.3406, 1.5505], [-0.2923, -6.7033, -2.4811], [-2.8826, 2.7422, 0.6830], [4.0330, -2.0808, -1.0610], [-4.6270, 2.0221, 2.2848], [-4.6791, 4.2640, 1.0710], [2.7547, -1.7319, -5.1928], [-0.6856, 3.5116, -2.9864], [-0.3602, -4.3235, -2.7204], [5.8385, -3.7626, -1.6679], [-6.9998, 1.0664, 4.0909], [-3.4183, -3.0436, -4.6669], [-5.5298, 1.3166, 4.3943], [1.0484, 3.9370, 4.7478], [1.3724, 4.0980, -2.1211], [-1.2989, -3.7231, -5.6074], [0.0769, 3.3074, 3.7370], [0.7019, 1.5652, 1.9223], [1.5523, -0.2295, 3.8716], [-0.6267, 4.5259, -3.9192], [-2.8748, -0.7025, -0.0958], [0.7112, -1.5227, 5.8399], [4.4508, -4.1211, 0.3585], [6.1180, -2.2615, 0.2892], [-2.4628, -0.0099, -1.3857], [-2.0591, -3.2756, -4.5352], [0.4922, 5.3493, -3.9400], [-4.6038, 3.6219, 4.2152], [3.0101, -0.7874, -2.8839], [-1.9187, -3.9657, -6.8202], [0.6326, 1.9656, 3.2495], [2.5036, -2.5155, 4.4387], [-0.1290, 4.3376, 2.6224], [1.0635, 1.0277, 4.1967], [1.0945, -6.6440, -2.3969], [3.9128, -1.7519, -2.4022], [1.9858, 0.5837, -4.8008], [-1.0248, -5.5412, -2.6494], [4.4169, 0.0967, -4.7398], [3.0288, -0.4551, -4.3795], [1.0156, -4.2449, -2.6078], [3.1878, -1.4580, -0.1374], [1.9454, -1.2007, 4.9864], [-2.9279, 4.6999, -0.4809], [1.6664, -0.5701, 2.5234], [-4.1072, 5.1026, 0.1289], [-3.2874, -3.7540, -6.9580], [1.5177, 5.1308, -3.0351], [2.2182, -0.1695, -1.9331], [-1.2768, 3.0574, 4.4174], [3.9060, -0.3091, 5.2832], [5.1562, -4.3210, -2.3114], [-1.1742, 2.4020, 5.2842], [3.3234, -1.2549, 6.6623], [0.9748, -2.2079, 6.6491], [2.0746, 0.7410, -5.8786], [1.6670, -7.5548, -2.2773], [-7.5928, 1.9690, 4.2433], [1.4909, -3.2736, -2.6393], [2.7789, -3.1678, 5.2692], [-0.8908, 4.0297, 1.9108], [5.6443, -1.7722, 1.1416], [3.9561, -3.6836, 1.2260], [5.2092, -0.6126, -4.4989], [-7.1190, 0.7392, 3.0596], [4.5571, -2.2377, -3.1203], [3.7049, -4.6968, -0.1912], [2.7100, -1.4881, -6.2572], [-2.4502, 5.3349, -1.2211], [6.5896, -1.4888, -0.3209], [4.6162, 1.0219, -4.1943], [-0.8005, -7.6570, -2.4264], [2.8220, -5.3749, -2.4037], [-3.9569, 4.1974, 3.5585], [-6.4561, 3.8805, 5.3144], [-0.5884, -0.8450, -2.9626], [2.0048, 4.1571, 4.2703], [6.3946, -3.0596, -2.2902], [0.5731, 6.1490, -4.6641], [3.2970, -1.6910, 0.9063], [-5.6087, 4.5321, 1.5563], [2.6648, 0.3516, 6.3482], [-2.9796, -1.7662, -0.3379], [-0.4352, 5.2840, 3.0762], [-1.7104, 4.0035, 4.7523], [-2.3800, 1.8008, 0.8882], [0.9761, 0.2374, -4.5849], [-2.3927, -0.7321, 1.8885], [-1.5233, 2.8287, -2.9193], [0.2891, -0.6206, 6.2842], [0.9842, 1.2911, 5.2431], [6.8977, -2.9263, 0.6690], [-1.9707, 2.5845, 3.7175], [-0.0644, -1.9913, 5.2312], [1.7952, -2.1572, -4.8969], [-2.1035, -5.5800, -2.7449], [6.5554, -4.4686, -1.2443], [-7.3905, 0.2867, 4.7458], [2.0064, -1.5508, 2.2440], [-1.0870, -0.8574, 0.9079], [-6.4286, 4.7066, 3.7582], [-4.0076, 3.3872, 5.1022], [-5.0969, -3.1130, -6.0014], [-3.9785, -2.6494, -3.8277], [-3.7676, -3.9446, -7.9092], [3.3983, -2.3518, 3.8341], [3.5363, -2.4808, -5.0572], [-1.3377, -4.3186, -7.6624], [0.7931, 4.5099, 2.0644], [2.1429, 1.5411, -4.3015], [2.4111, 5.7368, -3.0341], [1.2412, 3.2931, 5.6041], [4.4670, 0.3119, -5.8101], [5.2153, -4.8091, 0.7271], [-5.3975, 1.6227, 5.4334], [1.7685, -3.0460, 3.8306], [-5.5101, 5.3550, 5.1237], [-4.9590, 0.3998, 4.2390], [-1.4357, 4.6547, -4.6234], [0.6314, 4.8745, 5.1229], [-4.5660, 6.0447, -0.1370], [-3.8709, -0.3214, 0.1421], [-0.2319, -3.8712, -5.4878]], "atomic_forces_ev_per_a": [[0.0, 0.0, 0.0], [-0.3, -0.1, 0.1], [0.0, 0.1, 0.0], [0.4, 0.1, -0.3], [-0.1, 0.0, 0.0], [-0.1, -0.1, 0.1], [0.0, 0.0, -0.1], [0.1, 0.0, 0.1], [0.0, 0.0, -0.1], [0.0, 0.0, -0.1], [-0.1, 0.0, -0.1], [0.1, 0.0, 0.0], [0.1, -0.1, 0.0], [0.0, -0.2, 0.1], [0.0, 0.0, 0.0], [0.0, 0.0, 0.0], [0.0, 0.0, 0.0], [0.0, 0.0, 0.0], [0.0, 0.0, 0.0], [-0.1, 0.1, 0.0], [0.0, 0.0, -0.1], [0.0, 0.1, 0.0], [0.0, 0.0, 0.0], [0.0, 0.0, 0.0], [0.0, 0.0, -0.1], [0.3, 0.0, 0.2], [0.0, 0.0, 0.0], [0.0, 0.0, 0.0], [0.0, 0.1, 0.2], [0.0, 0.0, -0.1], [0.0, 0.0, 0.0], [0.0, 0.0, 0.0], [0.0, 0.0, 0.0], [0.0, 0.0, 0.0], [0.0, 0.0, 0.0], [0.0, 0.0, -0.2], [0.0, 0.0, 0.0], [0.0, 0.0, 0.0], [0.0, 0.0, 0.0], [0.0, 0.0, 0.0], [0.1, 0.0, 0.0], [0.1, -0.1, -0.1], [0.0, 0.0, 0.0], [0.0, 0.0, 0.0], [0.0, 0.0, 0.0], [-0.3, 0.1, 0.3], [-0.1, 0.0, 0.0], [0.0, -0.1, 0.1], [0.0, 0.0, 0.0], [0.2, 0.1, 0.0], [0.0, 0.0, 0.0], [0.0, 0.0, 0.0], [0.0, 0.0, 0.0], [0.0, 0.0, 0.0], [0.0, 0.0, 0.0], [0.0, 0.0, 0.0], [0.0, 0.0, 0.1], [0.0, 0.0, 0.0], [0.0, 0.0, 0.0], [0.0, 0.0, 0.0], [0.0, 0.0, 0.0], [0.0, 0.0, 0.0], [0.0, 0.0, -0.1], [0.0, 0.0, 0.0], [0.0, 0.0, 0.0], [0.0, 0.0, 0.0], [0.0, 0.0, 0.0], [0.0, 0.0, 0.0], [-0.1, 0.0, 0.0], [-0.1, -0.1, 0.0], [0.1, 0.0, 0.0], [0.0, 0.0, 0.0], [0.0, 0.0, 0.0], [0.0, 0.0, 0.0], [0.0, 0.0, 0.0], [0.0, 0.0, 0.0], [0.0, 0.0, 0.0], [0.0, 0.0, 0.0], [0.0, 0.0, 0.0], [0.0, 0.1, 0.0], [0.0, 0.0, 0.0], [0.0, 0.0, 0.0], [0.0, 0.0, 0.0], [0.0, 0.0, 0.0], [0.0, 0.0, 0.0], [0.0, 0.0, 0.0], [0.0, 0.0, 0.0], [0.0, 0.0, 0.0], [0.0, 0.0, 0.0], [0.0, 0.0, 0.0], [0.0, 0.0, 0.0], [0.0, 0.0, 0.0], [0.0, 0.0, 0.0], [0.0, 0.0, 0.0], [0.0, 0.0, 0.0], [0.0, 0.0, 0.0], [0.0, 0.0, 0.0], [0.0, 0.0, 0.0], [0.0, 0.0, 0.0], [0.0, 0.0, 0.0], [0.0, 0.0, 0.1], [0.0, 0.0, 0.0], [0.0, 0.0, 0.0], [0.0, 0.0, 0.0], [0.0, 0.0, 0.0], [0.0, 0.0, 0.0], [0.0, 0.0, 0.0], [0.0, 0.0, 0.0], [-0.1, 0.0, 0.0], [0.0, 0.0, 0.0], [0.0, 0.0, 0.0], [0.0, 0.0, 0.0], [0.0, 0.0, 0.0], [0.0, 0.0, 0.0], [0.0, 0.0, 0.0], [0.0, 0.0, 0.0], [0.0, 0.0, 0.0], [0.0, 0.0, 0.0], [0.0, 0.0, 0.0], [0.0, 0.0, 0.0], [0.0, 0.0, 0.0], [0.0, 0.0, 0.0], [0.0, 0.0, 0.0], [0.0, 0.0, 0.0], [0.0, 0.0, 0.0], [0.0, 0.0, 0.0], [0.0, 0.0, 0.0], [0.0, 0.0, 0.0], [0.0, 0.0, 0.0], [0.0, 0.0, 0.0], [0.0, 0.0, 0.0], [0.0, 0.0, 0.0], [0.0, 0.0, 0.0], [0.0, 0.0, 0.0], [0.0, 0.0, 0.0], [0.0, 0.0, 0.0], [0.0, 0.0, 0.0], [0.0, 0.0, 0.0], [0.0, 0.0, 0.0], [0.0, 0.0, 0.0], [0.0, 0.0, 0.0], [0.0, 0.0, 0.0], [0.1, 0.0, 0.0], [0.0, 0.0, 0.0]], "mulliken_charge": [0.12, -0.31, 0.48, 0.62, -0.64, 0.10, -0.71, -0.68, 0.03, 0.63, 0.53, 0.83, -0.35, 1.33, -0.30, 2.02, -1.74, -1.48, -0.58, -0.53, -0.24, -0.67, -0.61, -1.03, 0.15, -0.16, 0.74, -1.82, -0.77, 0.03, -2.09, -1.13, -0.30, -0.84, -1.98, 0.07, -0.26, 2.70, 0.96, 0.00, -1.04, -0.75, -1.71, -1.17, -1.66, 0.34, 0.25, -0.38, -0.56, 0.90, -0.68, -0.10, -2.01, -2.21, -0.57, -0.78, -0.61, -2.02, -0.56, -1.82, 2.23, 0.17, -0.80, 2.02, -0.22, -0.87, -1.30, -0.43, -0.67, 0.06, -1.79, 0.35, 0.28, 0.26, 0.47, 0.45, 0.56, 0.41, 0.27, 0.04, 0.52, 0.16, 0.26, 0.03, 0.29, 0.29, 0.36, 0.15, 0.57, 0.44, 0.33, 0.34, 0.38, 0.47, 0.48, 0.33, -0.25, 0.43, 0.37, 0.42, 0.31, 0.51, 0.32, 0.49, 0.55, 0.56, 0.54, 0.14, 0.27, 0.66, 0.31, 0.40, 0.47, 0.22, 0.35, 0.18, 0.44, 0.46, 0.41, 0.68, -0.02, 0.26, 0.44, 0.39, 0.37, 0.37, 0.34, 0.32, 0.40, 0.46, 0.18, 0.50, 0.31, 0.48, 0.49, 0.45, 0.37, 0.46, 0.39, 0.54, 0.49, 0.43, 0.20, 0.28], "largest_force_ha_per_bohr": 0.00920, "spin_multiplicity": 1, "e_above_lowest_kj_mol": 88.2}